This record from OMol25 describes a cluster of 5 separate species, C5H18IN6O5 in total at a distorted geometry. The level of theory is ωB97M-V/def2-TZVPD.

## Properties
Frontier orbital gap = 7.684 eV
LUMO energy = 2.42 eV
Charge = -1
Energy above the lowest of the compared OMol25 structures with the same formula, charge and spin = 2.030 eV
HOMO level = -5.3 eV

Each line ends with the Löwdin charge.
Cartesian coordinates (Å):
I: 0.020 0.916 0.824  -0.18
C: 1.860 1.190 -2.834  -0.32
C: 2.687 1.376 -4.095  -0.17
O: 1.945 0.512 -5.059  -0.10
O: 1.909 -0.107 -2.392  -0.09
H: 0.804 1.452 -2.901  0.11
H: 2.193 1.763 -1.968  0.10
H: 3.701 0.991 -3.993  0.11
H: 2.691 2.399 -4.470  0.11
H: 2.336 0.577 -5.934  0.06
H: 1.635 -0.082 -1.472  -0.02
C: 2.021 -1.363 4.546  -0.70
O: 3.283 -1.152 4.449  -0.04
N: 1.081 -0.744 3.861  0.14
N: 1.461 -2.228 5.398  0.13
H: 1.433 -0.130 3.140  -0.01
H: 0.077 -0.839 3.920  0.09
H: 1.990 -2.423 6.235  0.11
H: 0.452 -2.183 5.409  0.09
C: -2.541 -2.994 1.332  -0.79
O: -3.461 -2.380 0.746  -0.01
N: -2.661 -4.255 1.716  0.13
N: -1.359 -2.674 1.532  0.17
H: -1.869 -4.598 2.241  0.10
H: -3.387 -4.712 1.183  0.11
H: -0.941 -1.774 1.344  -0.01
H: -0.708 -3.354 1.896  0.11
C: -2.244 3.719 -2.101  -0.85
O: -2.671 4.562 -2.910  -0.04
N: -2.875 2.638 -1.978  0.17
N: -1.196 3.808 -1.382  0.18
H: -3.729 2.579 -2.514  0.13
H: -2.454 1.915 -1.412  0.09
H: -0.592 4.612 -1.468  0.12
H: -0.891 2.983 -0.886  -0.05


This record from OMol25 describes a cluster of 9 separate species, C14H32BBr10N3O8 in total at a distorted geometry. The level of theory is ωB97M-V/def2-TZVPD.

## Properties
Frontier orbital gap = 6.009 eV
LUMO energy = -6.45 eV
Charge = +2
Energy above the lowest of the compared OMol25 structures with the same formula, charge and spin = 0.673 eV
HOMO level = -12.5 eV

Each line ends with the Löwdin charge.
Cartesian coordinates (Å):
N: -5.694 2.936 0.609  0.30
H: -5.715 3.950 0.730  0.15
H: -5.616 2.329 1.422  0.12
H: -4.999 2.623 -0.114  0.08
H: -6.568 2.726 0.118  0.15
N: -4.891 -1.079 -3.580  0.32
H: -3.975 -0.615 -3.627  0.14
H: -5.154 -1.261 -2.608  0.15
H: -4.918 -1.952 -4.110  0.15
H: -5.640 -0.420 -3.797  0.16
N: -2.305 -3.827 2.687  0.32
H: -2.164 -4.324 3.566  0.16
H: -2.828 -4.483 2.090  0.16
H: -1.453 -3.485 2.222  0.10
H: -3.091 -3.174 2.712  0.16
O: -3.782 1.873 -1.006  0.06
C: -2.701 1.630 -0.475  -0.37
O: -2.042 0.532 -0.493  0.24
B: -0.864 0.595 0.441  -0.83
O: -0.937 1.972 0.960  0.17
C: -1.985 2.604 0.454  -0.42
O: -2.271 3.743 0.666  0.16
O: -0.912 -0.533 1.441  0.22
C: -0.062 -1.469 1.081  -0.35
O: 0.100 -2.533 1.641  0.12
C: 0.856 -0.835 -0.014  -0.39
O: 0.365 0.354 -0.310  0.22
O: 1.831 -1.336 -0.487  0.13
Br: -2.165 -3.017 -2.371  0.55
C: -0.211 -3.295 -2.691  -0.64
C: 0.437 -2.110 -3.402  -0.67
Br: 2.344 -2.484 -3.649  0.73
H: -0.100 -4.139 -3.372  0.06
H: 0.310 -3.667 -1.808  0.06
H: 0.310 -1.132 -2.951  0.04
H: 0.001 -2.187 -4.396  0.05
Br: 3.721 0.807 3.714  0.64
C: 3.715 0.225 1.848  -0.69
C: 5.096 0.409 1.195  -0.61
Br: 5.123 -0.205 -0.687  0.68
H: 2.972 0.790 1.291  0.03
H: 3.439 -0.823 1.916  0.05
H: 5.829 -0.219 1.696  0.05
H: 5.524 1.402 1.115  0.05
Br: 3.641 -5.220 -0.560  0.54
C: 4.801 -3.768 -1.263  -0.71
C: 6.075 -3.684 -0.437  -0.69
Br: 7.155 -5.289 -0.797  0.60
H: 4.175 -2.880 -1.195  -0.04
H: 4.987 -3.903 -2.325  0.05
H: 5.930 -3.710 0.638  0.05
H: 6.647 -2.822 -0.767  0.03
Br: -0.257 4.128 4.116  0.66
C: -2.086 3.379 4.222  -0.65
C: -2.981 4.586 3.879  -0.63
Br: -4.926 4.043 4.035  0.54
H: -2.332 3.068 5.233  0.06
H: -2.232 2.578 3.504  0.03
H: -2.816 4.892 2.851  0.03
H: -2.889 5.379 4.612  0.05
Br: 3.577 1.852 -3.538  0.63
C: 1.990 2.602 -2.635  -0.65
C: 2.499 2.988 -1.267  -0.74
Br: 1.253 3.966 -0.174  0.75
H: 1.216 1.833 -2.633  0.04
H: 1.460 3.397 -3.159  0.06
H: 3.412 3.575 -1.324  0.05
H: 2.773 2.112 -0.682  0.01


This record from OMol25 describes a cluster of 2 separate species, CH3N2O2 in total at a distorted geometry. The level of theory is ωB97M-V/def2-TZVPD.

## Properties
Frontier orbital gap = 4.206 eV
LUMO energy = 2.76 eV
Charge = -1
Energy above the lowest of the compared OMol25 structures with the same formula, charge and spin = 5.349 eV
HOMO level = -1.4 eV

Each line ends with the Löwdin charge.
Cartesian coordinates (Å):
C: 1.160 -1.151 -0.891  -0.73
N: -1.817 1.094 0.765  0.27
N: -2.076 1.678 1.710  -0.25
O: 0.259 -1.907 -1.033  -0.30
O: -2.090 2.646 2.483  -0.02
H: 2.017 -1.432 -1.805  0.04
H: 1.608 -0.730 0.099  0.02
H: 0.938 -0.197 -1.328  -0.03


This record from OMol25 describes a structure of composition C36H41B2F9N7O5S3SeSr. The level of theory is ωB97M-V/def2-TZVPD.

## Properties
Frontier orbital gap = 8.495 eV
LUMO energy = -2.44 eV
Charge = +1
Energy above the lowest of the compared OMol25 structures with the same formula, charge and spin = 0.000 eV
HOMO level = -10.9 eV

Each line ends with the Löwdin charge.
Cartesian coordinates (Å):
Sr: 0.945 0.137 0.214  1.40
C: 4.134 3.842 0.646  0.00
C: 2.960 2.947 0.432  -0.24
N: 2.868 1.740 0.843  0.00
O: 3.950 1.241 1.502  0.05
B: 3.660 -0.088 2.088  -1.11
F: 4.822 -0.637 2.527  0.21
F: 3.090 -0.914 1.027  -0.01
O: 2.676 -0.038 3.199  0.05
N: 1.421 0.268 2.752  -0.01
C: 0.697 0.933 3.566  -0.24
C: 1.098 1.367 4.937  0.01
C: -0.584 1.464 2.995  -0.24
N: -0.587 1.579 1.721  -0.01
O: -1.711 2.212 1.198  -0.06
B: -1.302 3.460 0.428  -1.12
F: -2.484 3.956 -0.087  0.16
F: -0.650 4.311 1.306  0.17
O: -0.458 3.130 -0.767  -0.03
N: 0.799 2.616 -0.446  -0.03
C: 1.699 3.484 -0.187  -0.24
C: 1.569 4.961 -0.342  0.01
C: -1.678 1.974 3.873  0.01
H: 4.933 3.305 1.147  0.09
H: 3.843 4.703 1.252  0.10
H: 4.500 4.224 -0.308  0.09
H: 2.169 1.251 5.068  0.09
H: 0.591 0.764 5.695  0.10
H: 0.812 2.406 5.102  0.10
H: 0.673 5.212 -0.900  0.09
H: 2.452 5.351 -0.851  0.09
H: 1.509 5.438 0.636  0.10
H: -1.588 1.590 4.886  0.08
H: -2.648 1.711 3.454  0.08
H: -1.640 3.066 3.903  0.11
N: -1.645 0.578 -1.102  -0.21
S: -2.870 -0.284 -1.767  1.18
C: -3.819 -0.835 -0.367  -0.38
C: -4.888 -1.680 -0.651  -0.07
C: -5.662 -2.150 0.395  -0.05
C: -5.367 -1.775 1.701  -0.05
C: -4.302 -0.930 1.962  -0.05
C: -3.509 -0.453 0.925  -0.08
C: -3.983 0.869 -2.521  -0.40
C: -4.363 0.617 -3.831  -0.08
C: -5.205 1.524 -4.462  -0.06
C: -5.631 2.655 -3.783  -0.05
C: -5.228 2.895 -2.471  -0.04
C: -4.403 1.996 -1.824  -0.05
H: -1.925 1.317 -0.445  0.03
H: -5.120 -1.957 -1.672  0.12
H: -6.498 -2.805 0.191  0.12
H: -5.977 -2.142 2.516  0.12
H: -4.077 -0.636 2.979  0.11
H: -2.688 0.214 1.129  0.08
H: -4.006 -0.266 -4.348  0.11
H: -5.519 1.347 -5.481  0.11
H: -6.280 3.364 -4.280  0.12
H: -5.549 3.790 -1.956  0.12
H: -4.072 2.192 -0.812  0.11
C: -0.232 -6.389 -0.927  -0.09
C: 0.026 -5.247 0.050  -0.29
C: -1.269 -4.539 0.419  -0.35
S: -1.095 -2.923 1.193  0.95
O: -0.197 -2.129 0.264  -0.69
C: -0.130 -3.322 2.682  -0.32
C: 1.384 -3.355 2.524  -0.28
C: 2.063 -3.319 3.888  -0.08
H: 0.696 -6.906 -1.171  0.08
H: -0.662 -6.016 -1.859  0.08
H: -0.922 -7.123 -0.509  0.08
H: 0.716 -4.523 -0.388  0.11
H: 0.498 -5.636 0.952  0.10
H: -1.895 -5.125 1.098  0.10
H: -1.868 -4.333 -0.474  0.09
H: -0.536 -4.264 3.059  0.10
H: -0.406 -2.542 3.396  0.09
H: 1.709 -2.498 1.939  0.07
H: 1.694 -4.239 1.970  0.10
H: 1.805 -2.403 4.423  0.07
H: 3.147 -3.330 3.776  0.09
H: 1.774 -4.173 4.505  0.08
S: 0.778 -1.268 -2.787  0.54
C: 0.774 0.162 -3.869  -0.73
N: 0.008 1.136 -3.390  0.03
C: -0.034 2.267 -4.097  -0.08
C: 0.678 2.402 -5.273  -0.02
C: 1.402 1.299 -5.693  -0.09
N: 1.451 0.165 -4.994  0.08
H: -1.051 0.959 -1.862  0.01
H: -0.639 3.066 -3.685  0.13
H: 0.665 3.320 -5.842  0.11
H: 1.963 1.317 -6.621  0.12
F: 6.773 0.207 0.310  0.17
C: 5.824 -0.330 -0.435  -0.14
C: 5.048 0.479 -1.248  -0.14
F: 5.268 1.791 -1.282  0.14
C: 4.067 -0.080 -2.040  -0.24
F: 3.322 0.756 -2.783  0.08
C: 3.831 -1.449 -2.047  -0.43
Se: 2.628 -2.313 -3.259  0.87
C: 4.611 -2.235 -1.213  -0.25
F: 4.428 -3.556 -1.178  0.09
C: 5.603 -1.695 -0.414  -0.14
F: 6.340 -2.478 0.360  0.16


What is the charge in the first record? -1


What is the energy above the lowest of the compared OMol25 structures with the same formula, charge and spin in the fourth record? 0.000 eV


frontier orbital gap of number 1 (C5H18IN6O5)? 7.684 eV